This record from OMol25 describes C24H23OReTe as an isolated structure at a distorted geometry. The level of theory is ωB97M-V/def2-TZVPD.

Output
Spin multiplicity: 4
Charge: +1
HOMO energy (spin up / spin down) in Ha: -0.4038 / -0.3996
<S²>: 3.770
Energy above the lowest of the compared OMol25 structures with the same formula, charge and spin in kcal per mole: 6.5
Frontier orbital gap (spin up / spin down) in eV: 9.02 / 5.60

Geometry (Å):
C 0.46 -1.53 1.50
C -0.89 -1.72 1.00
C -0.81 -2.01 -0.41
H -1.79 -1.69 1.61
C 0.59 -1.98 -0.79
C 1.37 -1.68 0.39
H 2.45 -1.62 0.45
H 0.72 -1.39 2.55
H -1.65 -2.21 -1.06
H 0.98 -2.15 -1.79
C -0.99 1.97 0.02
C -0.70 1.54 1.37
C 0.73 1.39 1.50
H -1.42 1.43 2.18
C 1.33 1.72 0.23
C 0.27 2.08 -0.69
H 0.40 2.38 -1.72
H -1.98 2.19 -0.36
H 1.26 1.15 2.42
H 2.40 1.74 0.02
Re 0.01 -0.04 0.04
O -0.21 -0.19 -3.78
C -1.39 -0.82 -4.30
C -0.09 -0.94 -5.07
H -1.72 -1.71 -3.74
H -2.14 -0.16 -4.75
H 0.42 -1.91 -4.97
H 0.88 -1.92 -7.43
C 0.60 -0.86 -7.50
C 0.11 -0.21 -6.34
C -0.29 1.14 -6.48
H -0.70 1.67 -5.61
C -0.15 1.81 -7.70
H -0.43 2.85 -7.77
C 0.35 1.15 -8.83
H 0.45 1.68 -9.78
C 0.71 -0.20 -8.72
H 1.08 -0.73 -9.60
Te -1.40 -0.66 4.47
C -1.45 1.37 4.88
C -2.71 2.00 4.96
C -2.79 3.27 5.55
C -1.62 3.91 6.00
C -0.36 3.31 5.82
C -0.26 2.04 5.25
H -3.58 1.44 4.62
H -3.76 3.76 5.66
H -1.70 4.88 6.49
H 0.54 3.84 6.14
H 0.68 1.50 5.13

These are the natural (NBO) partial charges, in e, on atoms 1 to 4:
1 C -0.280
2 C -0.298
3 C -0.280
4 H 0.283